1.
{"formula": "C57H51N6PPt", "method": "ωB97M-V with the def2-TZVPD basis set", "s_squared": 6.073, "spin_multiplicity": 5, "orbital_gap_ev": [7.3, 4.2], "total_charge": 4, "total_energy_ha": -2990.51842, "species": ["Pt", "P", "N", "N", "N", "N", "N", "N", "C", "C", "C", "C", "C", "C", "C", "C", "C", "C", "C", "C", "C", "C", "C", "C", "C", "C", "C", "C", "C", "C", "C", "C", "C", "C", "C", "C", "C", "C", "C", "C", "C", "C", "C", "C", "C", "C", "C", "C", "C", "C", "C", "C", "C", "C", "C", "C", "C", "C", "C", "C", "C", "C", "C", "C", "C", "H", "H", "H", "H", "H", "H", "H", "H", "H", "H", "H", "H", "H", "H", "H", "H", "H", "H", "H", "H", "H", "H", "H", "H", "H", "H", "H", "H", "H", "H", "H", "H", "H", "H", "H", "H", "H", "H", "H", "H", "H", "H", "H", "H", "H", "H", "H", "H", "H", "H", "H"], "xyz": [[-0.9115, -0.2678, -0.3595], [1.8983, -0.2933, 1.6135], [3.3129, -0.0363, -0.8452], [-0.1210, 1.3649, 0.7776], [-0.0065, -2.0957, 0.6290], [1.0106, 2.2156, 2.4423], [1.1229, -0.1178, -1.1426], [0.9093, -2.7896, 2.5191], [-0.6686, 5.1136, 3.1916], [1.5657, 6.6852, 2.6556], [-2.0307, -4.4112, -2.3583], [-0.4027, -3.4130, 0.8308], [-0.2880, -0.2239, -3.7971], [0.8923, -5.6791, 3.5616], [-3.6428, -0.0761, -1.9245], [0.8121, -1.7823, 1.6023], [-4.2064, 2.9048, 2.0194], [-0.5856, 6.3998, 3.7068], [0.7551, 1.0797, 1.7446], [1.4866, 5.3997, 2.1394], [-2.1340, -5.8032, -2.1799], [-0.5293, 1.0610, -5.8142], [-0.1446, -4.9975, 2.8997], [-2.0440, 4.6115, -2.6403], [0.3682, 4.6157, 2.4079], [4.1084, 0.2272, -3.2076], [4.8120, -0.3850, -5.4428], [-2.0791, 5.2494, -1.4086], [-0.8623, 2.7771, -1.6352], [0.9473, 0.4106, -3.5434], [-1.7565, -6.5304, 3.8404], [1.9075, 2.3663, 3.5962], [1.6263, -2.6961, 3.8018], [0.2983, 3.2394, 1.8771], [-1.4541, -3.6414, -1.3879], [-2.9839, -0.6653, 1.8209], [1.6895, 0.1143, -2.3611], [-2.9888, -0.8739, 0.4124], [-3.2993, 0.5813, 2.3017], [0.6759, 1.7089, -5.5739], [-1.4173, 3.3746, -2.7546], [-1.4741, -5.4399, 3.0418], [-2.7483, -1.8211, 2.7479], [-0.3511, 2.7056, 0.7763], [-1.5356, 4.6411, -0.2833], [-1.0087, 0.0888, -4.9233], [0.1089, -3.8156, 2.1132], [1.4162, 1.3873, -4.4531], [6.2335, 1.0021, -4.0386], [5.9876, 0.3334, -5.2456], [-3.6533, 1.6376, 1.4474], [-0.9886, -4.2222, -0.1751], [5.3164, 0.9351, -3.0173], [0.6029, -6.7889, 4.3288], [-3.3006, 0.1875, -0.4761], [3.8641, -0.4250, -4.4433], [2.1007, -0.1957, -0.2455], [-0.9556, 3.3822, -0.3818], [-1.6168, -6.4107, -1.0390], [-0.7194, -7.2054, 4.4758], [4.6206, -0.1522, -0.1792], [-3.5678, 1.4521, 0.0694], [0.5313, 7.1798, 3.4387], [3.1038, 0.1409, -2.1905], [-1.0367, -5.6427, -0.0563], [0.5970, 8.1801, 3.8450], [-0.3160, 1.8451, -1.7594], [5.5000, 1.4746, -2.0994], [2.2885, 5.0166, 1.5191], [-2.5873, -6.4080, -2.9546], [2.6358, -3.0875, 3.7094], [-2.2772, -4.9065, 2.5494], [1.9340, 1.4331, 4.1517], [-3.0387, -1.8947, 0.0447], [-0.5775, -6.1321, 0.7876], [1.0286, 2.4707, -6.2548], [-1.3892, 6.7922, 4.3143], [-2.4044, -3.9631, -3.2689], [-3.7923, 3.7778, 1.5250], [-2.4760, 5.0873, -3.5099], [4.5057, -0.7477, 0.7210], [1.6559, -1.6547, 4.1111], [1.0683, -3.2709, 4.5363], [-3.6846, -2.1296, 3.2165], [-2.3572, -2.6829, 2.2099], [-0.9417, -8.0662, 5.0929], [7.1431, 1.5728, -3.9140], [-3.3505, 0.7400, 3.3730], [2.9571, -0.9973, -4.5790], [1.4000, -7.3320, 4.8168], [-2.0596, -1.5582, 3.5527], [5.0027, 0.8322, 0.0795], [-1.5373, 4.4974, 3.4012], [1.5057, 3.1538, 4.2277], [-1.6473, -7.4864, -0.9377], [-2.5269, 6.2301, -1.3188], [-4.7157, -0.2584, -2.0088], [4.6466, -0.9123, -6.3716], [-3.3994, 0.7883, -2.5424], [-2.7787, -6.8568, 3.9710], [-1.5667, 5.1619, 0.6655], [2.9053, 2.6464, 3.2667], [5.3050, -0.6556, -0.8572], [-5.2864, 2.9314, 1.8587], [6.7270, 0.3759, -6.0349], [-1.3391, 2.8915, -3.7206], [-4.0358, 2.9781, 3.0922], [-1.9349, -0.4251, -5.1411], [-3.8168, 2.2672, -0.6011], [1.9222, -5.3739, 3.4314], [2.3269, 1.9319, -4.2410], [-0.6273, -1.0229, -3.1441], [2.4331, 7.2964, 2.4492], [-3.1339, -0.9566, -2.3226], [-1.3576, -2.5736, -1.5461], [-1.1043, 1.3047, -6.6980]], "forces_ev_per_angstrom": [[0.01, -0.28, -0.18], [0.21, -0.18, -0.04], [-0.07, 0.07, 0.19], [0.17, 0.02, 0.12], [-0.05, -0.27, -0.21], [-0.01, 0.05, -0.04], [0.01, -0.20, -0.16], [0.04, -0.02, 0.10], [-0.10, 0.06, 0.06], [-0.03, -0.08, -0.01], [-0.02, -0.13, 0.00], [0.11, 0.18, 0.34], [0.13, -0.06, 0.09], [0.00, -0.06, 0.03], [0.15, 0.03, 0.02], [0.05, 0.13, 0.11], [0.07, -0.01, 0.02], [0.01, -0.08, -0.05], [-0.19, 0.23, 0.14], [0.04, 0.11, 0.03], [0.00, 0.03, -0.05], [-0.03, -0.09, 0.03], [0.02, 0.11, 0.00], [0.06, -0.06, 0.00], [0.02, -0.17, -0.11], [-0.14, 0.07, 0.20], [-0.11, 0.00, 0.08], [0.02, -0.01, 0.06], [-0.07, -0.15, -0.16], [-0.29, 0.06, -0.47], [0.01, 0.08, -0.07], [-0.13, -0.04, -0.08], [-0.15, 0.03, -0.08], [0.39, 0.16, 0.26], [-0.01, 0.00, 0.09], [0.00, -0.08, -0.07], [0.25, -0.01, 0.28], [0.28, 0.06, -0.11], [-0.09, 0.06, 0.06], [-0.07, -0.06, -0.01], [-0.05, 0.11, 0.02], [-0.05, -0.11, 0.02], [0.03, 0.01, 0.01], [-0.29, -0.10, -0.26], [-0.20, 0.17, 0.02], [0.04, 0.13, -0.17], [0.15, -0.04, -0.19], [-0.01, -0.04, 0.15], [-0.07, 0.01, 0.13], [0.07, -0.01, -0.09], [0.06, 0.00, -0.09], [-0.06, -0.14, -0.23], [0.12, -0.04, -0.09], [0.02, 0.08, -0.04], [-0.49, 0.19, -0.07], [0.12, -0.02, -0.21], [0.30, 0.05, 0.17], [-0.02, -0.04, 0.26], [0.00, 0.05, -0.02], [-0.02, -0.08, 0.06], [-0.10, -0.04, -0.08], [-0.05, -0.06, 0.08], [0.02, 0.07, 0.02], [-0.05, -0.09, -0.04], [-0.04, 0.11, -0.01], [-0.01, 0.01, -0.01], [-0.11, 0.15, 0.07], [-0.01, 0.02, 0.00], [0.00, -0.02, 0.00], [-0.01, -0.01, 0.00], [0.02, 0.00, 0.01], [-0.01, -0.01, 0.00], [0.04, 0.01, 0.01], [-0.03, -0.03, -0.01], [-0.01, 0.01, 0.02], [0.01, 0.01, -0.01], [0.00, 0.00, 0.02], [0.00, 0.00, -0.01], [0.07, 0.16, -0.09], [0.00, 0.01, -0.01], [0.02, 0.01, 0.00], [0.03, -0.01, 0.01], [0.06, 0.02, 0.05], [-0.02, 0.03, 0.01], [-0.05, 0.03, 0.02], [0.00, 0.00, 0.00], [0.01, 0.01, -0.01], [0.00, -0.01, 0.01], [0.02, -0.02, 0.01], [0.01, -0.02, 0.00], [-0.01, 0.01, 0.02], [0.03, 0.00, 0.01], [0.04, 0.02, -0.01], [0.04, -0.01, 0.04], [0.00, -0.01, 0.00], [-0.02, -0.01, -0.01], [-0.02, 0.02, 0.01], [0.00, 0.00, -0.01], [0.00, -0.02, -0.03], [-0.01, -0.01, 0.01], [-0.03, -0.06, -0.01], [0.02, 0.00, 0.01], [0.04, 0.01, 0.04], [-0.01, -0.01, -0.01], [0.01, 0.00, 0.00], [-0.01, 0.00, 0.02], [0.03, -0.01, -0.02], [-0.01, 0.00, -0.01], [-0.02, 0.01, 0.01], [0.00, 0.00, -0.01], [-0.01, -0.02, 0.02], [0.03, 0.10, 0.01], [-0.01, 0.02, 0.00], [0.00, -0.01, 0.01], [-0.02, 0.02, 0.07], [-0.01, 0.00, 0.00]], "mulliken_spin": [1.151, 0.010, -0.029, 0.221, 0.088, 0.000, 0.099, -0.006, 0.004, 0.000, 0.047, 0.111, 0.079, 0.036, -0.032, 0.131, 0.001, -0.001, -0.069, 0.002, 0.147, 0.087, 0.078, 0.002, 0.004, 0.120, -0.033, 0.005, 0.035, 0.059, -0.026, 0.001, 0.002, 0.020, -0.022, 0.129, 0.157, -0.090, -0.019, -0.026, 0.030, 0.080, 0.029, 0.003, -0.009, 0.025, 0.109, 0.081, 0.017, 0.133, 0.019, 0.219, 0.025, -0.002, 0.106, 0.112, 0.136, 0.050, -0.027, 0.073, 0.003, 0.060, 0.001, 0.089, 0.080, 0.000, -0.028, -0.003, 0.000, -0.002, -0.001, -0.006, 0.000, -0.015, 0.006, 0.002, 0.000, 0.005, 0.001, 0.000, -0.004, -0.005, 0.001, 0.004, -0.006, 0.001, 0.002, 0.001, 0.005, 0.001, 0.002, -0.001, 0.001, 0.000, 0.003, 0.000, 0.005, 0.001, 0.000, 0.000, 0.000, 0.000, -0.001, 0.004, 0.000, -0.001, 0.001, 0.003, 0.006, -0.002, 0.001, -0.034, 0.000, 0.008, 0.128, -0.001]}

2.
{"formula": "C6H12N5O2", "method": "ωB97M-V with the def2-TZVPD basis set", "de_lowest_ev": 5.630, "orbital_gap_ev": 7.2, "total_charge": 1, "total_energy_ha": -659.62031, "species": ["O", "O", "N", "N", "N", "N", "N", "C", "C", "C", "C", "C", "C", "H", "H", "H", "H", "H", "H", "H", "H", "H", "H", "H", "H"], "xyz": [[0.6577, 3.1400, 0.8779], [1.4692, -0.0192, -1.2966], [-0.2440, 1.1951, 0.7528], [0.2710, -2.3291, -1.2913], [0.6824, 1.9764, 0.2067], [-0.5236, -0.0563, 0.1319], [-0.7710, 3.9325, 2.7721], [-0.9175, 1.7757, 1.7430], [0.1084, 0.0159, -1.3923], [-0.1908, -2.4199, 0.1084], [-0.3676, 3.1366, 1.8626], [-0.3999, -1.3022, -2.1353], [0.3056, -1.1318, 0.7678], [-1.6520, 1.2363, 2.3544], [-1.3589, -2.5602, 0.1758], [-1.5501, -1.5258, -2.2619], [1.8867, 0.7091, -1.7054], [0.1816, -3.2393, -1.7268], [1.2632, -2.1073, -1.1179], [0.0983, -0.9120, 1.7675], [-0.2670, 0.9589, -1.6306], [-0.2204, 4.7883, 2.8687], [1.4002, -0.8612, 0.7246], [0.2453, -3.2050, 0.5539], [-0.1069, -1.1958, -3.1099]], "forces_ev_per_angstrom": [[-1.01, 0.95, 1.28], [-0.20, -2.24, -0.21], [0.23, 1.51, -0.29], [0.10, -1.19, -0.70], [-0.04, -1.37, -0.67], [2.17, -0.16, -2.32], [1.31, 0.24, -1.09], [0.09, -0.32, -0.24], [-2.14, -1.06, 2.80], [-3.56, 3.13, 0.33], [-1.02, -1.82, 1.31], [-2.32, 1.87, 3.19], [-0.46, 1.86, -0.55], [0.39, 0.60, -0.53], [2.36, 0.54, -0.27], [2.20, 0.64, 1.12], [0.61, 1.61, -0.50], [0.27, -0.33, -0.19], [0.04, 0.09, -1.15], [-0.58, -1.14, 2.01], [-0.65, 1.21, -1.50], [-0.24, -0.09, -0.22], [-0.85, -0.87, -0.56], [1.64, -3.12, 1.33], [1.66, -0.55, -2.38]], "lowdin_charge": [0.032, 0.006, -0.153, 0.051, 0.039, 0.028, 0.132, 0.040, -0.249, -0.075, -0.384, 0.000, -0.125, 0.141, 0.195, 0.191, 0.114, 0.189, 0.178, 0.110, 0.129, 0.064, 0.154, 0.094, 0.099]}